Entry 1:
A molecular structure, C15H40AlIO8P3 at a distorted geometry, computed with wB97M-V/def2-TZVPD.

```
68
Properties=species:S:1:pos:R:3
C 8.085 -2.138 -4.640
Al 6.516 -3.467 -4.792
I 7.184 -5.626 -3.403
P 4.608 -2.629 -3.752
C 3.137 -3.392 -4.730
C 4.433 -0.737 -3.949
H 9.027 -2.666 -4.146
H 8.307 -1.748 -5.730
H 7.716 -1.232 -3.988
H 6.276 -3.906 -6.325
H 3.482 -3.603 -5.834
H 2.212 -2.649 -4.672
H 2.844 -4.387 -4.153
H 3.596 -0.473 -4.754
H 5.418 -0.169 -4.229
H 4.039 -0.323 -2.907
O -0.190 1.783 1.083
P 0.004 2.516 -0.268
O 1.452 1.789 -0.614
C 1.432 0.474 -1.134
C 1.014 0.472 -2.591
O 0.651 3.879 0.446
C 0.180 4.291 1.726
C 1.131 3.830 2.817
O 0.221 3.335 -1.776
C -0.601 4.464 -2.030
C 0.120 5.756 -1.669
H 0.774 -0.160 -0.535
H 2.448 0.076 -1.048
H -0.035 0.771 -2.694
H 1.129 -0.525 -3.026
H 1.610 1.184 -3.170
H -0.841 3.936 1.902
H 0.135 5.386 1.728
H 1.350 2.761 2.753
H 0.714 4.039 3.807
H 2.092 4.350 2.726
H -1.554 4.378 -1.500
H -0.811 4.466 -3.103
H -0.045 6.012 -0.623
H -0.263 6.592 -2.260
H 1.201 5.674 -1.819
O -4.515 -2.123 1.214
P -3.828 -1.408 2.403
O -2.615 -2.526 2.556
C -1.523 -2.454 1.660
C -0.597 -1.310 2.021
O -4.847 -2.089 3.536
C -6.208 -2.338 3.196
C -6.404 -3.796 2.819
O -3.061 -0.609 3.732
C -3.801 0.399 4.403
C -4.489 -0.160 5.641
H -1.883 -2.358 0.632
H -0.979 -3.400 1.736
H -1.089 -0.345 1.855
H 0.311 -1.340 1.413
H -0.318 -1.352 3.079
H -6.543 -1.665 2.400
H -6.819 -2.110 4.076
H -5.693 -4.128 2.058
H -7.417 -3.965 2.442
H -6.245 -4.438 3.693
H -4.520 0.870 3.726
H -3.082 1.163 4.714
H -5.473 -0.557 5.391
H -4.649 0.626 6.385
H -3.913 -0.973 6.093
```

As for the HOMO-LUMO gap: 3.3 eV. The LUMO energy is -0.622 eV. The charge is -1. The largest force on an atom is 9.858 eV Å⁻¹. The calculation puts the total energy at -2761.60974 hartree. The spin multiplicity is 1.

Entry 2:
A single C4H5N3 molecule at a distorted geometry, computed with wB97M-V/def2-TZVPD.

```
12
Properties=species:S:1:pos:R:3
C -1.690 0.057 0.166
N -0.431 -0.387 -0.445
C 0.828 -0.343 0.195
C 1.907 -0.868 -0.680
N 2.696 -1.241 -1.440
C 1.151 1.013 0.659
N 1.365 2.058 1.090
H -2.549 -0.751 0.131
H -2.036 0.795 -0.483
H -1.595 0.663 1.107
H -0.390 -0.047 -1.387
H 0.744 -0.950 1.087
```

As for the HOMO-LUMO gap: 10.7 eV. The energy above the lowest of the compared OMol25 structures with the same formula, charge and spin is 57.4 kcal per mole. The LUMO energy is 0.583 eV. As for the structure (SMILES): CNC(C#N)C#N. The largest force on an atom is 2.499 eV Å⁻¹. The calculation puts the total energy at -319.62073 hartree. The spin multiplicity is 1.

Entry 3:
A molecular structure, C14H14N4S5SbTc at a distorted geometry, computed with wB97M-V/def2-TZVPD.

```
39
Properties=species:S:1:pos:R:3
Tc -2.348 0.021 1.973
N -0.587 3.893 3.057
C -0.935 2.643 2.701
S -2.686 2.118 2.878
N -0.067 1.770 2.226
N -0.659 0.682 1.687
C 0.217 0.001 0.766
C -0.190 -1.425 0.717
C 0.623 -2.429 0.198
C 0.167 -3.752 0.256
C -1.067 -4.096 0.788
C -1.822 -3.007 1.242
N -1.387 -1.729 1.206
H -1.130 4.404 3.728
H 0.388 4.141 2.951
H 1.220 0.104 1.165
H 1.585 -2.192 -0.227
H 0.811 -4.526 -0.175
H -1.441 -5.123 0.845
H -2.822 -3.216 1.636
S -2.291 0.383 -3.890
Sb -4.074 0.739 -2.665
S -3.359 3.359 1.243
S -3.671 0.367 0.183
S -4.778 2.192 0.453
C 0.108 0.672 -0.626
C 1.384 0.492 -1.382
C 1.536 -0.594 -2.225
C 2.778 -0.895 -2.788
C 3.866 -0.076 -2.467
C 3.697 1.088 -1.736
C 2.457 1.335 -1.133
H -0.708 0.183 -1.171
H -0.174 1.712 -0.509
H 0.687 -1.213 -2.435
H 2.915 -1.741 -3.451
H 4.865 -0.328 -2.839
H 4.545 1.785 -1.628
H 2.347 2.259 -0.555
```

As for the HOMO-LUMO gap (spin up / spin down): 5.6 / 5.6 eV. The energy above the lowest of the compared OMol25 structures with the same formula, charge and spin is 19.9 kcal per mole. The LUMO energy (spin up / spin down) is -8.399 / -8.410 eV. The charge is +2. The largest force on an atom is 2.048 eV Å⁻¹. The calculation puts the total energy at -3072.31745 hartree. The spin multiplicity is 1.

Entry 4:
A gas-phase ion, C3N2O2S (charge -2) at a distorted geometry, computed with wB97M-V/def2-TZVPD.

```
8
Properties=species:S:1:pos:R:3
C -1.202 1.128 -0.090
C -0.958 -0.745 -0.075
C 1.489 -0.455 0.049
N -1.598 2.200 0.103
N 0.185 -1.232 0.099
O 1.886 -0.211 -1.094
O 2.044 -0.189 1.109
S -2.491 -1.435 -0.069
```

As for the HOMO-LUMO gap: 6.1 eV. The energy above the lowest of the compared OMol25 structures with the same formula, charge and spin is 35.6 kcal per mole. The LUMO energy is 5.890 eV. As for the structure (SMILES): N#CC(=S)N=C([O-])[O-]. The charge is -2. The largest force on an atom is 1.808 eV Å⁻¹. The calculation puts the total energy at -772.48563 hartree. The spin multiplicity is 1.

Entry 5:
A single C17H22ClN7O2 molecule at a distorted geometry, computed with wB97M-V/def2-TZVPD.

```
49
Properties=species:S:1:pos:R:3
C -0.951 -4.049 -0.521
C 0.175 -3.549 0.313
C 0.830 -2.399 0.217
C 0.529 -1.319 -0.783
N -0.070 -0.167 -0.142
C 0.495 0.739 0.693
N -0.357 1.671 1.110
C -1.534 1.336 0.537
C -1.406 0.201 -0.245
C -2.498 -0.370 -0.950
O -2.485 -1.373 -1.651
N -3.672 0.367 -0.751
C -3.834 1.509 0.015
O -4.912 2.059 0.105
N -2.717 1.989 0.668
C -2.812 3.171 1.496
H -2.470 2.938 2.503
H -2.186 3.963 1.084
H -3.854 3.484 1.508
C -4.878 -0.102 -1.413
H -5.638 -0.344 -0.670
H -4.612 -0.987 -1.987
H -5.267 0.677 -2.068
N 1.781 0.669 1.114
H 2.402 0.092 0.567
C 2.348 1.800 1.813
C 2.614 3.024 0.923
H 1.742 3.168 0.283
H 2.715 3.906 1.555
C 3.883 2.900 0.071
N 3.876 1.700 -0.721
C 3.048 1.409 -1.752
N 3.196 0.182 -2.171
C 4.166 -0.361 -1.387
C 4.596 0.563 -0.479
H 5.341 0.513 0.289
H 4.486 -1.374 -1.529
H 2.355 2.115 -2.164
H 3.966 3.769 -0.590
H 4.764 2.871 0.717
H 3.270 1.469 2.297
H 1.622 2.083 2.577
H -0.183 -1.664 -1.531
H 1.448 -1.010 -1.294
H 1.627 -2.185 0.915
Cl 0.694 -4.677 1.534
H -0.571 -4.713 -1.298
H -1.492 -3.233 -0.993
H -1.643 -4.619 0.094
```

As for the HOMO-LUMO gap: 8.2 eV. The energy above the lowest of the compared OMol25 structures with the same formula, charge and spin is 9.3 kcal per mole. The LUMO energy is 0.517 eV. As for the structure (SMILES): C/C(Cl)=C\Cn1c(NCCCn2ccnc2)nc2c1c(=O)n(C)c(=O)n2C. The largest force on an atom is 1.384 eV Å⁻¹. The calculation puts the total energy at -1655.04618 hartree. The spin multiplicity is 1.

Copy entry 5 word for word.
A single C17H22ClN7O2 molecule at a distorted geometry, computed with wB97M-V/def2-TZVPD.

```
49
Properties=species:S:1:pos:R:3
C -0.951 -4.049 -0.521
C 0.175 -3.549 0.313
C 0.830 -2.399 0.217
C 0.529 -1.319 -0.783
N -0.070 -0.167 -0.142
C 0.495 0.739 0.693
N -0.357 1.671 1.110
C -1.534 1.336 0.537
C -1.406 0.201 -0.245
C -2.498 -0.370 -0.950
O -2.485 -1.373 -1.651
N -3.672 0.367 -0.751
C -3.834 1.509 0.015
O -4.912 2.059 0.105
N -2.717 1.989 0.668
C -2.812 3.171 1.496
H -2.470 2.938 2.503
H -2.186 3.963 1.084
H -3.854 3.484 1.508
C -4.878 -0.102 -1.413
H -5.638 -0.344 -0.670
H -4.612 -0.987 -1.987
H -5.267 0.677 -2.068
N 1.781 0.669 1.114
H 2.402 0.092 0.567
C 2.348 1.800 1.813
C 2.614 3.024 0.923
H 1.742 3.168 0.283
H 2.715 3.906 1.555
C 3.883 2.900 0.071
N 3.876 1.700 -0.721
C 3.048 1.409 -1.752
N 3.196 0.182 -2.171
C 4.166 -0.361 -1.387
C 4.596 0.563 -0.479
H 5.341 0.513 0.289
H 4.486 -1.374 -1.529
H 2.355 2.115 -2.164
H 3.966 3.769 -0.590
H 4.764 2.871 0.717
H 3.270 1.469 2.297
H 1.622 2.083 2.577
H -0.183 -1.664 -1.531
H 1.448 -1.010 -1.294
H 1.627 -2.185 0.915
Cl 0.694 -4.677 1.534
H -0.571 -4.713 -1.298
H -1.492 -3.233 -0.993
H -1.643 -4.619 0.094
```

As for the HOMO-LUMO gap: 8.2 eV. The energy above the lowest of the compared OMol25 structures with the same formula, charge and spin is 9.3 kcal per mole. The LUMO energy is 0.517 eV. As for the structure (SMILES): C/C(Cl)=C\Cn1c(NCCCn2ccnc2)nc2c1c(=O)n(C)c(=O)n2C. The largest force on an atom is 1.384 eV Å⁻¹. The calculation puts the total energy at -1655.04618 hartree. The spin multiplicity is 1.